1.
{
  "formula": "C39H111N23O19",
  "method": "ωB97M-V/def2-TZVPD",
  "symbols": ["H", "H", "C", "H", "C", "H", "H", "C", "N", "H", "H", "C", "H", "H", "H", "N", "H", "N", "H", "N", "H", "C", "H", "C", "H", "H", "C", "O", "H", "C", "H", "C", "H", "H", "H", "H", "C", "H", "H", "H", "H", "C", "H", "C", "H", "H", "O", "H", "H", "H", "H", "N", "H", "H", "H", "C", "H", "H", "H", "H", "H", "H", "H", "H", "C", "H", "H", "H", "H", "C", "H", "H", "H", "C", "H", "N", "C", "H", "N", "H", "H", "H", "C", "H", "C", "H", "O", "C", "C", "C", "H", "N", "H", "O", "H", "H", "H", "H", "H", "H", "H", "N", "H", "H", "H", "C", "O", "H", "C", "H", "O", "H", "C", "O", "H", "H", "C", "N", "N", "H", "C", "O", "C", "H", "H", "N", "O", "H", "C", "H", "C", "H", "C", "O", "H", "N", "N", "H", "H", "H", "N", "C", "H", "H", "H", "O", "O", "N", "H", "O", "O", "H", "H", "H", "O", "H", "H", "C", "O", "N", "C", "C", "N", "H", "H", "C", "O", "H", "H", "C", "N", "O", "H", "H", "H", "H", "H", "H", "H", "H", "N", "C", "N", "H", "C", "H", "N", "O", "H", "N", "H", "H"],
  "xyz": [[-1.602, 0.532, 8.511], [-3.925, -2.886, 0.100], [-1.197, 1.527, 6.788], [4.396, 4.264, 3.045], [2.185, -0.349, 2.691], [-1.058, 2.087, 0.056], [0.440, 1.279, 0.754], [3.482, 3.666, 3.160], [-5.017, 1.217, 2.708], [-0.750, 2.305, 3.145], [-1.169, -1.702, -10.358], [-0.534, 1.158, 0.258], [0.229, -1.472, -2.989], [1.581, 0.557, 2.590], [-3.628, 0.154, -10.026], [0.047, -4.670, -3.541], [-2.856, -2.218, 9.718], [5.423, -2.412, -6.235], [-4.551, 6.379, -0.056], [1.878, 4.174, -0.974], [3.811, 2.658, 3.405], [2.379, 4.881, 1.406], [-0.210, 3.410, 6.968], [-2.209, -1.373, -10.450], [3.669, -7.363, -0.798], [4.400, -1.458, 2.928], [-5.494, 0.018, 2.259], [6.428, -1.655, -0.905], [-1.741, 1.956, 5.948], [6.502, -1.631, -2.305], [-0.913, 0.629, -3.746], [0.127, -0.899, -0.846], [0.466, 3.891, 9.644], [-1.153, -0.381, 1.796], [-0.494, 0.566, -8.033], [-0.707, -1.152, -7.957], [2.688, -0.996, -3.424], [-1.088, -3.869, 5.221], [0.687, 0.907, -1.454], [0.997, -2.546, -1.910], [0.856, 5.640, 0.100], [3.320, -0.465, 1.681], [-5.703, -1.851, -1.587], [0.341, -3.930, -4.635], [-2.780, 4.918, 2.615], [-3.102, -3.721, -11.447], [-2.201, 1.398, 1.994], [1.977, -2.311, 4.451], [3.654, -0.511, -3.288], [2.787, -0.827, -7.019], [6.188, -1.291, 1.598], [-5.036, -0.209, 0.998], [-1.909, 0.708, -10.253], [0.728, -1.034, 0.061], [5.697, -2.871, 1.334], [-4.224, -0.646, -2.410], [-2.578, -2.081, 7.968], [-3.475, 0.341, 9.786], [0.405, 5.085, 3.862], [1.853, 2.118, -0.517], [1.444, -1.151, 2.601], [-4.325, 0.344, 0.565], [-0.646, 4.843, 2.458], [2.455, 2.358, -2.875], [3.251, 2.487, -2.129], [-2.481, -1.241, -11.507], [3.259, 5.289, 0.893], [-2.175, -0.779, 6.112], [0.692, 0.960, -4.406], [-1.908, -2.196, 4.674], [2.845, -0.446, 0.694], [3.021, -6.352, 0.504], [-2.365, 2.071, 3.868], [2.020, -1.295, 4.861], [0.579, 3.951, 0.601], [-4.527, 5.372, -0.076], [-4.045, 0.164, 8.866], [-2.293, -0.326, -5.804], [-3.332, 3.465, 0.258], [-0.573, 2.244, -4.105], [-1.732, -4.016, -10.341], [-0.131, -3.550, 0.917], [-1.281, -0.136, -6.182], [-2.575, 2.947, 0.671], [-0.643, 2.662, 7.638], [7.425, -1.115, -2.567], [-4.363, -1.183, 8.617], [-1.929, -3.283, 0.284], [-1.585, 1.608, 3.265], [4.575, -1.351, -6.347], [3.697, 1.489, -2.050], [-1.970, 0.536, 7.563], [4.750, -0.616, -0.465], [2.702, -0.381, 4.032], [-2.288, 0.143, 0.473], [-3.340, -4.373, -9.793], [-0.349, 0.960, 6.389], [3.300, 2.935, -0.024], [-0.831, -4.407, -3.122], [2.811, -2.084, -3.428], [1.776, 2.628, 9.820], [-0.144, 0.546, -1.010], [-1.157, 0.713, 3.724], [-3.153, -0.645, -8.016], [-2.292, -0.151, -3.003], [4.484, 3.549, -3.819], [-2.414, 5.429, 0.841], [2.025, 5.608, 2.145], [1.334, 4.679, 0.291], [0.942, -1.092, 4.955], [2.709, 3.636, 1.992], [4.534, -2.424, -0.724], [2.557, 2.890, -0.826], [-2.967, -2.404, -9.837], [4.847, 2.586, -4.181], [1.671, 3.729, 8.435], [-2.772, -3.675, -10.406], [-1.102, -2.905, 5.510], [-3.131, -2.816, 0.705], [-0.580, -2.554, 6.289], [5.148, -1.622, -0.302], [4.164, 3.515, -2.427], [1.090, 3.140, 9.152], [-4.530, -2.643, -2.569], [2.883, 4.137, 3.949], [-0.937, -2.984, 1.150], [-1.453, 5.088, 5.512], [3.622, 3.954, -4.354], [-3.411, 4.811, 0.438], [1.947, -3.844, -5.938], [5.335, -1.848, 1.191], [-0.691, -0.967, -5.785], [-3.363, 0.932, 7.742], [0.259, 2.132, 8.585], [5.650, -1.098, -2.740], [-3.043, -0.815, -3.064], [4.121, -1.640, 1.969], [-4.993, 0.688, 9.004], [-3.253, -2.585, 1.680], [0.665, -5.342, -3.122], [-2.466, 0.007, -8.377], [2.576, -5.792, -1.402], [5.290, 4.278, -3.906], [3.876, 0.484, 1.646], [-5.110, 4.918, -0.753], [-0.444, -3.230, -5.259], [-2.178, -2.650, 3.546], [-0.493, 4.908, 3.452], [2.593, 4.836, -1.263], [-1.804, -4.033, -0.697], [2.654, -5.961, -2.623], [1.325, -4.145, -1.457], [6.232, -2.337, -5.649], [-3.541, 4.979, 4.231], [-4.602, 0.443, -1.975], [2.268, -4.663, -4.437], [-5.398, -1.054, 0.600], [-2.576, -0.045, -9.822], [4.860, -0.209, -5.993], [-2.742, 4.924, 3.623], [-1.558, 4.952, 4.294], [-1.203, -0.200, -7.709], [3.149, -6.572, -0.462], [-3.530, 1.983, 8.023], [-3.289, -0.664, 4.785], [-1.505, 0.445, 1.180], [1.925, -0.624, -2.288], [-4.021, 0.865, 6.868], [-0.755, -1.546, -0.802], [-0.363, 1.239, -4.474], [3.411, -1.615, -6.993], [-0.824, 1.152, -5.800], [-5.279, 1.366, 3.676], [-2.983, -1.626, -3.653], [2.453, -1.223, 5.854], [-1.483, 3.149, 8.152], [5.184, -3.302, -6.629], [-3.717, -3.153, 8.648], [6.523, -2.663, -2.674], [1.991, -4.487, 0.074], [1.622, -4.208, -5.066], [0.818, -1.478, -2.059], [-4.923, -1.790, -2.211], [-0.976, -2.601, 2.090], [-3.349, -2.127, 8.742], [-4.005, 1.239, 2.562], [-2.454, -1.068, 5.170], [-6.215, -0.756, 2.887], [2.253, -0.677, -4.374], [1.989, -4.661, -0.915], [3.144, -2.530, -7.296], [-4.181, 2.994, -0.006]],
  "orbital_gap_ev": 8.260,
  "total_energy_ev": -115420.1509,
  "lumo_ev": 0.1094,
  "de_lowest_kj_mol": 0.0
}

2.
{
  "formula": "C39H24Br2F8N4O4SbScTe",
  "method": "ωB97M-V/def2-TZVPD",
  "symbols": ["H", "H", "C", "F", "H", "H", "H", "C", "N", "C", "C", "O", "C", "Br", "C", "C", "C", "C", "H", "H", "C", "C", "N", "C", "C", "C", "H", "C", "N", "O", "C", "H", "N", "C", "F", "F", "C", "H", "H", "H", "H", "C", "C", "F", "H", "Br", "C", "C", "C", "H", "C", "O", "O", "C", "C", "H", "H", "H", "F", "Sb", "C", "H", "C", "C", "C", "C", "C", "C", "H", "C", "H", "H", "F", "C", "C", "F", "Te", "C", "F", "C", "H", "Sc", "H", "C"],
  "xyz": [[2.181, 4.698, -3.126], [-3.791, 1.823, -1.147], [-2.811, -3.487, 1.706], [-3.219, 4.183, -0.753], [0.508, -2.758, -0.151], [2.503, -1.367, 2.399], [0.201, -4.289, -4.615], [3.686, -3.201, -0.175], [0.571, 0.277, 2.606], [2.061, 3.462, -1.393], [-4.195, 0.954, -1.635], [2.810, 1.554, 2.140], [-0.429, -2.967, 0.355], [1.355, 0.238, 7.853], [-6.055, -0.121, -2.664], [-0.725, -1.382, -3.122], [-3.450, -0.207, -1.789], [2.945, 1.340, 5.793], [-0.560, -3.415, -2.418], [-3.675, -1.972, 0.470], [2.543, 1.298, 3.387], [-1.648, -4.171, 2.002], [2.425, -0.803, 0.420], [2.754, -1.659, 1.388], [2.258, 4.661, -2.049], [-0.577, -0.335, 2.777], [-5.806, -2.150, -3.296], [1.798, 0.650, 6.058], [2.102, 3.354, -0.063], [2.131, -0.496, -3.043], [2.345, -0.120, -1.906], [3.540, -2.518, -2.230], [2.355, 1.143, -1.404], [2.552, 5.778, -1.285], [0.531, -2.841, -6.715], [-1.675, -5.100, 2.968], [2.726, -1.127, -0.842], [2.728, 6.734, -1.761], [-6.099, 1.901, -1.974], [3.642, -3.517, 1.961], [2.369, 4.290, 1.746], [-1.040, -0.721, 4.046], [-0.453, -3.934, 1.345], [-0.144, 2.614, 1.288], [-0.004, -0.362, -6.275], [4.903, 2.631, 4.176], [3.343, -2.319, -1.186], [-0.286, -0.430, 5.148], [1.329, 0.591, 3.692], [-3.459, -2.236, -2.552], [0.939, 0.256, 5.002], [-0.138, 0.385, -0.497], [0.987, 2.134, -3.042], [-0.025, -3.241, -4.477], [-0.451, -2.738, -3.257], [-3.718, -3.707, 2.252], [-0.743, 0.547, -4.093], [3.591, 1.648, 6.604], [-7.326, -0.077, -3.088], [-1.439, -0.649, -1.302], [3.312, 1.666, 4.474], [4.186, -4.133, -0.404], [-5.507, 1.003, -2.081], [3.387, -2.864, 1.137], [2.613, 5.663, 0.095], [2.363, 4.432, 0.673], [1.754, 2.158, -2.096], [-1.588, -2.264, 0.026], [-0.622, -0.706, 6.138], [-0.148, -1.010, -5.422], [2.835, 6.515, 0.721], [-1.164, -0.517, 1.889], [-2.671, 1.659, 0.805], [-2.773, -2.524, 0.708], [-0.575, -0.517, -4.202], [-0.663, 4.854, -0.082], [-1.734, 3.258, 0.031], [-4.027, -1.324, -2.397], [-2.302, 3.997, 1.634], [-5.341, -1.293, -2.830], [-1.991, -1.228, 4.134], [1.335, 1.308, 0.708], [0.431, -4.493, 1.618], [0.117, -2.361, -5.531]],
  "orbital_gap_ev": 7.609,
  "total_energy_ev": -251347.2424,
  "lumo_ev": -0.3535,
  "de_lowest_kj_mol": 6.2
}